Record 1
Formula: C2H4N2OS2
Source: the Open Molecules 2025 dataset
Level of theory: ωB97M-V/def2-TZVPD

Structure (XYZ):
```
11
Properties=species:S:1:pos:R:3:forces:R:3
O -1.43625 1.35858 0.00084 0.153 -0.125 -0.035
C -0.60152 0.47090 -0.00425 -0.230 0.051 0.064
N -0.86691 -0.84351 0.00239 -0.758 0.421 -0.026
S -2.49281 -1.43481 -0.00360 0.290 0.145 0.004
N 0.76608 0.84258 -0.00688 0.678 0.520 0.013
C 1.92442 0.13340 -0.00330 -0.183 -0.247 0.027
S 2.16770 -1.49045 -0.00172 -0.125 0.436 -0.008
H -0.11700 -1.50282 0.00848 0.602 -0.510 -0.009
H -3.00280 -0.19311 -0.00065 -0.021 -0.003 0.004
H 0.86527 1.86194 0.00396 -0.197 -0.612 -0.019
H 2.79381 0.79729 0.00474 -0.209 -0.076 -0.015
```
Positions in Å, forces in eV/Å.

E: -1059.73905 Ha
energy above the lowest of the compared OMol25 structures with the same formula, charge and spin: 2.6 kcal per mole
Kohn-Sham gap: 8.86 eV
SMILES: O=C(NS)NC=S
strongest force on any atom: 0.017 Eh/bohr

Record 2
Formula: C51H50CrN7O14Se
Source: the Open Molecules 2025 dataset
Level of theory: ωB97M-V/def2-TZVPD

Structure (XYZ):
```
124
Properties=species:S:1:pos:R:3:forces:R:3
Cr 0.72623 -0.27631 -0.10644 0.776 -0.445 -0.061
C 2.23307 3.86555 -2.65137 -0.214 -0.046 0.096
C 2.52279 2.44976 -2.13403 0.150 0.010 -0.110
C 3.89180 2.42549 -1.44682 -0.140 -0.113 0.083
C 2.45682 1.45258 -3.27392 -0.048 -0.010 0.053
C 3.37336 1.65537 -4.29546 0.024 -0.050 -0.037
C 3.34439 0.88761 -5.44072 -0.034 0.015 0.051
C 2.36184 -0.06971 -5.54675 0.010 -0.016 -0.021
C 1.42044 -0.33478 -4.54471 0.124 -0.049 -0.083
C 0.47706 -1.46653 -4.99877 -0.008 -0.063 0.192
C -0.85372 -1.71446 -4.29665 -0.018 -0.033 -0.013
C 1.24537 -2.79995 -5.09959 0.026 0.131 -0.089
C 1.48205 0.42680 -3.35255 0.016 0.131 -0.082
N 0.55776 0.25948 -2.26477 -0.268 -0.005 0.315
C -0.69455 0.62985 -2.55502 0.405 0.359 -0.049
O -1.10291 1.15838 -3.60093 -0.133 0.057 -0.011
C -1.67825 0.42235 -1.43474 0.142 0.034 -0.010
C -3.04125 0.47706 -1.63246 -0.176 0.004 0.006
C -3.88449 0.30604 -0.53977 0.124 0.040 0.044
C -3.33577 0.10127 0.71321 -0.046 0.039 -0.029
C -1.95664 0.05700 0.83096 0.059 -0.126 0.049
N -1.16115 0.22169 -0.22001 -1.063 -0.008 -0.193
C -1.27471 -0.20160 2.14507 0.323 -0.085 0.126
O -1.96162 -0.29600 3.16047 -0.148 0.039 -0.031
N 0.06360 -0.26343 2.03701 -0.021 0.002 -0.272
C 0.77942 -0.38957 3.25868 -0.073 0.022 0.147
C 1.61383 -1.50936 3.45983 0.014 0.007 -0.051
C 2.36326 -1.61407 4.62798 0.008 0.054 0.026
C 2.27856 -0.66422 5.62782 0.044 -0.017 -0.017
C 1.42761 0.41121 5.45291 0.040 0.001 0.021
C 0.68128 0.58135 4.29084 0.019 -0.015 -0.065
C -0.22109 1.80984 4.24812 -0.024 -0.005 0.112
C -1.38994 1.66534 5.23332 -0.026 -0.092 -0.100
C 0.52472 3.10312 4.59964 -0.025 -0.064 -0.094
C 1.62146 -2.68795 2.50929 -0.050 -0.068 0.037
C 3.02530 -3.15499 2.12846 -0.077 0.052 0.012
C 0.82072 -3.83441 3.13961 -0.005 0.029 -0.018
H 2.04196 4.55140 -1.81915 0.055 0.012 0.003
H 1.36227 3.87479 -3.30825 -0.072 0.005 0.014
H 3.07979 4.25338 -3.22208 0.008 0.007 -0.001
H 1.75186 2.18691 -1.41888 -0.060 -0.064 0.056
H 4.66329 2.82592 -2.10996 -0.004 0.000 0.005
H 4.17231 1.40708 -1.18308 0.032 -0.074 0.064
H 3.88065 3.03996 -0.54212 0.005 0.039 0.015
H 4.10326 2.45063 -4.20213 0.027 -0.023 0.040
H 4.05837 1.04144 -6.24124 -0.013 0.016 -0.004
H 2.31013 -0.65036 -6.46192 -0.045 -0.041 0.018
H 0.22011 -1.18721 -6.02523 0.015 0.063 -0.012
H -0.73985 -1.87117 -3.22490 0.048 -0.115 0.059
H -1.29878 -2.61901 -4.71741 -0.006 -0.044 0.036
H -1.53888 -0.88724 -4.45493 -0.029 -0.009 0.022
H 1.20674 -3.33249 -4.15658 -0.015 -0.095 0.121
H 2.29351 -2.65127 -5.35848 -0.009 -0.019 -0.044
H 0.78723 -3.43841 -5.85936 -0.027 -0.034 0.061
H -3.41364 0.64222 -2.63344 0.050 0.024 -0.014
H -4.95947 0.33035 -0.66621 -0.005 -0.019 -0.025
H -3.92505 -0.05636 1.60432 0.012 -0.034 0.005
H 2.98862 -2.48676 4.77492 0.006 0.004 -0.032
H 2.85329 -0.77079 6.54114 -0.016 0.002 0.006
H 1.32819 1.13222 6.25679 0.009 0.037 -0.037
H -0.62167 1.90849 3.23660 -0.015 -0.010 0.013
H -1.00809 1.58356 6.25528 0.013 0.063 0.000
H -1.96745 0.77700 4.99980 -0.029 -0.009 0.027
H -2.04617 2.53986 5.17997 0.021 0.010 0.019
H 0.82706 3.11136 5.64867 -0.019 0.021 0.012
H -0.13300 3.96299 4.43864 0.008 0.017 0.017
H 1.41405 3.23131 3.99205 0.021 0.008 0.089
H 1.10751 -2.41672 1.59112 -0.021 0.041 -0.012
H 3.59852 -3.49906 2.99404 0.006 -0.014 -0.005
H 3.59040 -2.35848 1.63627 0.030 -0.023 0.040
H 2.94301 -3.98829 1.42846 0.000 -0.005 0.038
H 1.32843 -4.21887 4.03216 0.011 0.006 -0.005
H 0.68940 -4.64182 2.41751 -0.006 0.011 -0.022
H -0.17242 -3.48421 3.42174 -0.015 -0.042 -0.015
O -5.61720 4.87121 -3.44596 -0.006 0.020 -0.028
C -5.25336 5.25910 -2.19792 -0.099 0.055 0.028
O -5.96886 6.00410 -1.58324 0.037 -0.023 0.011
C -3.97377 4.70275 -1.68678 0.234 -0.098 -0.071
C -3.77578 4.61906 -0.31338 -0.196 0.107 0.004
C -2.62455 4.05585 0.20440 0.155 -0.147 0.142
C -1.63166 3.57480 -0.65076 -0.325 0.330 -0.135
C -1.80084 3.71538 -2.02904 0.180 -0.080 0.044
C -2.95886 4.25858 -2.53923 -0.057 0.090 0.058
N -0.49639 2.91090 -0.19093 0.333 -0.121 -0.083
C 0.29576 3.46386 0.61555 -0.278 0.228 -0.073
C 1.50798 2.83324 1.15321 0.472 -0.154 0.040
C 2.35587 3.66515 1.87515 -0.131 0.145 -0.225
C 3.49913 3.15744 2.46563 0.076 -0.139 -0.018
C 3.73886 1.80852 2.32824 0.051 0.267 0.078
C 2.87625 1.05488 1.54473 0.003 -0.237 -0.024
N 1.79186 1.53295 0.93430 0.138 0.500 0.065
H -5.00837 4.19524 -3.76809 0.004 -0.012 0.024
H -4.55291 4.99142 0.34161 0.008 -0.035 0.020
H -2.50090 3.95110 1.27587 -0.007 -0.052 -0.006
H -1.02116 3.36390 -2.68686 -0.021 -0.117 -0.089
H -3.04011 4.35039 -3.61673 -0.023 0.002 -0.005
H 0.12195 4.49397 0.95454 0.064 0.002 0.043
H 2.09901 4.71302 1.96861 -0.028 -0.017 0.050
H 4.16427 3.79322 3.03550 -0.015 0.017 0.002
H 4.58709 1.33455 2.80111 -0.013 -0.073 -0.047
H 3.09263 0.01078 1.37992 -0.037 0.027 0.001
O 4.70638 -1.08099 -1.25976 -0.028 0.035 0.011
C 3.57593 -1.49029 -1.00574 0.134 0.083 -0.021
O 2.65708 -0.78812 -0.46533 -0.232 0.186 -0.096
C 3.31694 -2.97140 -1.23609 -0.085 -0.003 0.049
C 4.36304 -3.81197 -0.88936 0.280 -0.168 -0.031
C 4.20798 -5.18474 -0.96680 -0.171 0.424 -0.012
C 3.02095 -5.74981 -1.37777 -0.137 -0.337 -0.046
C 2.00487 -4.90468 -1.76690 0.366 0.452 0.156
C 2.12779 -3.51281 -1.71558 0.100 -0.338 -0.187
N 0.78621 -5.52749 -2.28218 -0.487 0.232 -0.542
O 0.80128 -6.73340 -2.47544 0.055 -0.159 0.179
O -0.15611 -4.81488 -2.53154 0.384 -0.071 -0.823
N 5.32400 -6.05555 -0.61391 0.179 -0.183 0.101
O 5.19066 -7.25657 -0.77834 -0.034 0.041 0.003
O 6.34015 -5.54414 -0.17944 -0.035 0.026 -0.021
H 5.30659 -3.39272 -0.57334 -0.043 0.054 0.032
H 2.88794 -6.81911 -1.40650 -0.002 0.013 -0.052
H 1.34824 -2.87456 -2.10134 -0.131 -0.009 0.374
O -1.70518 -2.78908 1.37496 0.000 0.257 -0.128
Se -1.21597 -3.20798 -0.25539 -0.026 0.507 0.137
O -0.36928 -4.57218 -0.11045 0.168 -0.051 0.785
O 0.23768 -1.99460 -0.31328 -0.320 -0.765 -0.208
O -2.82535 -3.64866 0.86926 -0.134 -0.133 0.050
```
Positions in Å, forces in eV/Å.

spin multiplicity: 4
E: -6855.95110 Ha
energy above the lowest of the compared OMol25 structures with the same formula, charge and spin: 11.7 kcal per mole
⟨S²⟩: 3.7767
Kohn-Sham gap (spin up / spin down): 6.07 / 6.11 eV
net charge: -2
strongest force on any atom: 0.021 Eh/bohr

Record 3
Formula: C7H8N3S
Source: the Open Molecules 2025 dataset
Level of theory: ωB97M-V/def2-TZVPD

Structure (XYZ):
```
19
Properties=species:S:1:pos:R:3:forces:R:3
C -1.02438 3.15623 -0.03027 0.846 -2.777 -0.703
C -0.93328 1.84198 0.45960 0.224 -0.727 1.821
C -0.58151 3.35934 -1.32677 0.691 -0.468 1.259
C 0.06967 1.09464 -1.66078 -1.650 1.093 1.770
C -0.40513 0.90902 -0.38864 -1.041 -1.629 1.179
C 0.72475 -2.81970 1.10058 1.130 -2.649 -0.315
C -0.82435 -1.13069 0.41231 2.465 0.434 -2.463
N -0.04041 2.34561 -2.04002 -0.139 2.409 -1.007
N 1.95498 -3.40446 0.98221 0.116 1.113 -1.109
N 0.24292 -1.96717 0.18855 -0.385 2.337 0.647
S -2.10900 -1.25655 1.27464 -1.491 0.255 1.161
H -1.35970 3.92566 0.56438 -0.800 1.614 1.205
H -1.12874 1.50899 1.54513 -0.097 0.902 -1.913
H -0.58482 4.45068 -1.51985 0.286 -1.044 -1.476
H 0.31988 0.34408 -2.32416 0.916 -1.248 -1.348
H 0.00168 -3.38942 1.63185 -0.480 0.057 0.917
H 2.15225 -4.35992 1.31277 -0.282 0.984 -0.300
H 2.62508 -2.95557 0.31310 -0.711 -0.988 1.169
H 0.90011 -1.65275 -0.49463 0.401 0.335 -0.494
```
Positions in Å, forces in eV/Å.

spin multiplicity: 3
E: -833.53267 Ha
energy above the lowest of the compared OMol25 structures with the same formula, charge and spin: 10.8 kcal per mole
⟨S²⟩: 2.0378
Kohn-Sham gap (spin up / spin down): 6.20 / 6.39 eV
net charge: +1
strongest force on any atom: 0.068 Eh/bohr

Question: What is the E in the third record?
Answer: -833.53267 Ha

Question: Among the records above, which one has the lowest strongest force on any atom?
Answer: C2H4N2OS2

Question: energy above the lowest of the compared OMol25 structures with the same formula, charge and spin of number 3 (C7H8N3S)?
Answer: 10.8 kcal per mole